1.
11
Properties=species:S:1:pos:R:3:forces:R:3 method="wB97M-V/def2-TZVPD" e_above_lowest_kcal_mol=76.8 lumo_ev="-1.66 / -1.66" spin_multiplicity=1 total_charge=0 orbital_gap_ev="6.80 / 6.80"
S 3.1217 -1.6335 0.0054 1.38 0.62 2.08
S 3.1444 0.3578 -0.5971 0.73 -0.17 -0.98
S 1.9660 1.5501 0.3572 -2.72 -0.19 -0.75
N -0.1731 1.2186 -0.9254 2.64 1.38 -0.26
C -1.1347 1.1491 0.0977 -3.50 -0.29 -0.44
C -0.5900 -0.0815 -0.4505 -0.29 0.43 -0.16
H 4.0841 -1.4093 1.0852 -1.54 -0.57 -1.67
H -0.9596 1.5844 0.9996 1.30 0.67 2.72
H -1.2270 -0.5345 -1.1804 -0.14 -0.73 -0.28
H -2.2494 1.3627 -0.0309 1.44 -0.10 -0.94
H 0.1562 -0.6396 0.0259 0.69 -1.03 0.66

---

2.
9
Properties=species:S:1:pos:R:3:forces:R:3 method="wB97M-V/def2-TZVPD" e_above_lowest_kcal_mol=125.0 lumo_ev="-0.88 / -0.88" spin_multiplicity=1 total_charge=0 orbital_gap_ev="7.79 / 7.79"
Si 0.7016 0.4846 0.3617 0.72 0.77 -3.52
N -2.3067 0.5050 -0.0384 1.45 -2.62 -0.12
C -0.1974 -1.1575 0.1897 -2.48 0.65 4.35
C -1.0913 0.1270 0.0350 0.31 0.85 0.49
H -0.1035 -1.6687 -0.6834 0.58 -1.53 -2.55
H 1.5958 1.3674 1.0724 0.05 -0.15 1.08
H -2.2806 1.4881 -0.0900 -0.31 1.65 0.06
H -0.6007 -1.8710 1.0505 1.16 1.51 -1.66
H 2.0398 1.3425 -1.6120 -1.49 -1.14 1.86

---

3.
8
Properties=species:S:1:pos:R:3:forces:R:3 method="wB97M-V/def2-TZVPD" e_above_lowest_kcal_mol=15.3 lumo_ev=4.99 smiles=CC[O-] spin_multiplicity=1 total_charge=-1 orbital_gap_ev=7.02
O 1.6217 -0.0398 -0.9077 0.76 -0.14 0.00
C 0.3329 -0.1803 -0.7320 -0.80 -2.10 0.25
C -0.1814 0.1272 0.6805 -2.48 3.39 1.11
H -0.2783 0.4520 -1.3803 -0.54 0.37 -0.61
H -1.3181 0.4302 0.7410 1.32 -0.09 -1.04
H -0.3394 -0.5837 1.4629 1.41 -1.14 0.56
H -0.1306 -1.3175 -0.9310 0.63 1.44 0.08
H 0.2933 1.1119 1.0665 -0.28 -1.72 -0.35

---

4.
9
Properties=species:S:1:pos:R:3:forces:R:3 method="wB97M-V/def2-TZVPD" e_above_lowest_kcal_mol=34.8 lumo_ev=4.85 spin_multiplicity=1 total_charge=-1 orbital_gap_ev=7.70
O 2.0564 0.4183 0.1998 0.44 1.13 -2.68
O 0.0947 -1.0606 -0.0024 -4.02 1.72 0.06
C -1.4216 0.9267 -0.1036 -0.29 -1.73 -0.47
C -1.1350 -0.4479 -0.1262 3.51 0.57 -1.10
H -0.6397 1.6755 0.0130 -0.08 -0.21 0.24
H 1.1606 0.1267 -0.1847 0.93 -0.62 0.56
H -2.3829 1.2732 -0.5429 0.63 -0.36 0.56
H -1.8642 -1.1182 -0.5778 -0.72 -0.11 0.45
H 1.8575 0.3080 1.0916 -0.40 -0.38 2.37

---

5.
11
Properties=species:S:1:pos:R:3:forces:R:3 method="wB97M-V/def2-TZVPD" e_above_lowest_kcal_mol=14.6 lumo_ev=3.55 spin_multiplicity=1 total_charge=-1 orbital_gap_ev=6.49
S 0.5289 0.1200 -0.4702 0.50 0.14 -0.18
S 2.0357 1.3107 0.3099 -0.66 1.56 -0.60
O -3.9494 -0.9526 -0.8636 -0.23 -0.58 0.49
O -1.9286 -1.3465 0.0336 -0.89 -2.30 1.18
C -2.7973 -0.6705 -0.6672 1.44 1.64 -1.11
C 2.7928 0.2155 1.4371 0.48 -2.06 0.62
H 2.0455 -0.1043 2.2129 0.71 -0.23 -0.88
H 3.1711 -0.5780 0.7480 -0.61 -0.24 1.10
H -0.9566 -1.1514 0.1684 -0.53 1.32 -0.63
H -2.3418 0.2262 -1.1416 -0.10 -0.10 0.20
H 3.6952 0.5090 1.9820 -0.14 0.86 -0.20

---

6.
10
Properties=species:S:1:pos:R:3:forces:R:3 method="wB97M-V/def2-TZVPD" e_above_lowest_kcal_mol=42.9 lumo_ev="-0.94 / -1.10" spin_multiplicity=2 s_squared=0.753 total_charge=0 orbital_gap_ev="5.92 / 8.07"
Zn -0.5950 -0.9334 0.5548 -0.40 -1.27 1.69
O -0.7305 -1.3913 -1.2077 0.07 -0.10 -0.80
O -0.1167 0.9168 0.1127 0.94 5.77 2.59
C -0.6217 -0.2184 -1.9506 -0.27 0.32 -0.15
C 0.2836 0.8027 -1.2549 0.73 0.87 -1.26
H 0.1474 2.1167 0.6935 -1.00 -5.21 -2.63
H -1.6159 0.2521 -2.1078 0.25 -0.10 0.04
H 0.2091 1.7883 -1.7413 -0.02 -0.35 0.07
H 1.3356 0.4744 -1.3069 -0.28 0.05 0.12
H -0.2004 -0.4046 -2.9585 -0.03 0.03 0.34

---

7.
10
Properties=species:S:1:pos:R:3:forces:R:3 method="wB97M-V/def2-TZVPD" e_above_lowest_kcal_mol=16.7 lumo_ev=4.41 spin_multiplicity=1 total_charge=-1 orbital_gap_ev=8.89
O -0.3519 -0.5988 0.4119 0.84 0.47 -0.65
O -0.7072 -3.0185 -1.1046 0.85 3.25 -0.11
O 1.3204 0.2742 -0.8633 -0.01 -0.21 0.09
C 0.0600 1.7517 0.5720 2.87 -1.18 2.37
C 0.4106 0.3331 -0.0235 -1.17 0.17 0.33
H -0.4919 -1.9930 -1.1354 -0.92 -1.85 -1.09
H 0.9768 2.4046 0.5235 -1.09 -0.29 -0.57
H -0.8174 2.1499 0.1351 -0.82 0.54 -0.28
H -0.0172 1.5698 1.7007 -0.60 0.36 -1.46
H -0.3823 -2.8730 -0.2164 0.05 -1.25 1.37

---

8.
10
Properties=species:S:1:pos:R:3:forces:R:3 method="wB97M-V/def2-TZVPD" e_above_lowest_kcal_mol=11.8 lumo_ev=4.28 spin_multiplicity=1 total_charge=-1 orbital_gap_ev=8.45
O 0.2216 2.0581 -1.3741 0.54 0.19 -0.51
O -0.5417 -0.0177 -1.1539 -1.62 -3.27 -2.27
O -0.2065 -2.5634 -0.1178 -1.22 0.33 0.17
C 0.4279 0.9390 0.6890 -0.52 0.97 0.55
C 0.0604 0.9707 -0.7980 0.03 1.90 1.86
H -0.2608 1.7635 1.0598 1.50 -0.57 0.13
H 0.1629 0.0349 1.2543 0.14 0.01 -0.55
H -0.3003 -1.7091 -0.6276 0.25 -0.06 0.34
H 1.5059 1.1002 0.7128 -0.09 0.57 0.73
H -1.0693 -2.5762 0.3554 0.99 -0.08 -0.45

---

9.
10
Properties=species:S:1:pos:R:3:forces:R:3 method="wB97M-V/def2-TZVPD" e_above_lowest_kcal_mol=56.3 lumo_ev="0.64 / -4.84" spin_multiplicity=2 s_squared=0.765 total_charge=0 orbital_gap_ev="11.27 / 4.63"
O -2.6438 -1.2658 0.6775 3.78 0.23 0.69
O -0.2727 -1.5296 0.4702 -4.04 0.13 1.82
O 1.3652 -0.0197 -0.2516 -0.18 -0.19 0.97
C 0.9944 1.1359 -0.9323 -2.05 0.38 0.82
C -1.4210 -1.2321 1.0323 -1.04 -1.24 -1.43
H -1.3464 -0.9812 2.1435 0.21 -0.02 -0.64
H 0.7150 2.0686 -0.3088 -0.43 -1.68 -0.28
H 1.8347 1.5387 -1.3965 1.52 0.12 -1.49
H 0.1875 0.8216 -1.6533 0.62 0.99 0.41
H 0.5870 -0.5364 0.2190 1.61 1.28 -0.87

---

10.
11
Properties=species:S:1:pos:R:3:forces:R:3 method="wB97M-V/def2-TZVPD" e_above_lowest_kcal_mol=33.9 lumo_ev="0.25 / -3.36" spin_multiplicity=3 s_squared=2.009 total_charge=0 orbital_gap_ev="7.21 / 7.16"
P -2.1068 0.5806 -0.0091 2.73 0.48 -3.58
O -1.3902 0.4532 -1.3905 -2.63 -0.14 3.51
O -1.4135 -1.6019 0.7917 -0.35 4.37 4.50
O -1.0599 1.4132 0.9221 -1.48 -1.26 0.20
C 0.1180 1.8525 0.3632 1.00 4.05 -3.68
C -1.3467 -2.4708 -0.0241 0.67 -6.99 -5.05
H -1.3236 -3.6308 0.2867 -0.17 2.40 -0.44
H 0.1174 3.0133 0.3856 -0.03 -1.73 0.26
H 1.0260 1.5631 0.7916 0.94 -0.98 1.41
H 0.2583 1.6590 -0.7674 -0.66 -0.13 1.87
H -1.4637 -2.2980 -1.1342 0.01 -0.07 1.03

---

11.
13
Properties=species:S:1:pos:R:3:forces:R:3 method="wB97M-V/def2-TZVPD" e_above_lowest_kcal_mol=21.4 lumo_ev=5.69 smiles="CCSSP(=O)([O-])[O-]" spin_multiplicity=1 total_charge=-2 orbital_gap_ev=5.26
S 3.0230 -1.6580 0.4622 -0.76 -0.25 0.10
S 1.0047 -2.2838 0.0552 1.56 -1.47 0.87
P 3.5504 0.8924 0.1005 -1.32 1.22 1.22
O 2.6434 1.7453 0.9861 0.90 -0.90 -0.38
O 3.1951 0.9254 -1.3392 0.10 -0.11 -0.98
O 4.9234 0.6140 0.5692 0.99 -0.21 0.11
C 0.5124 -1.0363 -1.0711 1.55 0.74 0.60
C 0.2493 0.1924 -0.2254 0.28 0.80 -2.58
H 1.2367 0.6512 -0.1194 -0.82 0.17 0.80
H 1.3658 -0.8575 -1.7562 -0.58 0.05 0.17
H -0.3160 0.8665 -0.8911 -0.19 0.36 0.48
H -0.3155 -1.4213 -1.5807 -1.54 -0.49 -0.99
H -0.2796 -0.0532 0.6708 -0.19 0.09 0.59

---

12.
11
Properties=species:S:1:pos:R:3:forces:R:3 method="wB97M-V/def2-TZVPD" e_above_lowest_kcal_mol=68.9 lumo_ev=3.97 spin_multiplicity=1 total_charge=-1 orbital_gap_ev=8.23
S 1.3069 -2.0932 0.9868 -1.08 1.93 1.10
O -1.5468 -1.3041 -0.6687 0.42 1.73 1.97
O 1.7263 -1.3110 2.2422 0.18 -0.82 -1.10
O 2.1279 -1.8769 -0.2195 0.51 -0.15 0.01
C 0.4870 0.5042 0.0572 -0.06 1.89 3.15
C 0.0232 -0.7055 0.7503 -3.16 -1.38 -0.62
H -0.8679 -0.6540 1.4620 1.83 0.03 -0.79
H 1.2314 0.3657 -0.6765 1.01 -0.36 -0.55
H -0.7942 -1.8334 -0.8030 1.30 -1.64 -1.02
H 0.7921 1.2766 0.8922 0.11 -1.47 -1.43
H -0.3483 1.0104 -0.3465 -1.06 0.24 -0.72